{"formula": "C25H28N2O3", "method": "wB97M-V/def2-TZVPD", "orbital_gap_ev": 7.589, "lumo_ev": -0.01, "energy_ha": -1303.94958, "total_charge": 0, "e_above_lowest_ev": 21.0066, "species": ["C", "H", "O", "C", "C", "C", "C", "C", "C", "H", "H", "C", "N", "C", "C", "H", "H", "C", "H", "H", "C", "H", "H", "H", "H", "C", "N", "C", "O", "C", "C", "C", "C", "C", "C", "C", "C", "C", "C", "O", "C", "H", "H", "H", "H", "H", "H", "H", "H", "H", "H", "H", "H", "H", "H", "H", "H", "H"], "positions_angstrom": [[3.61918, 1.91578, -0.34551], [4.01800, 2.08535, 0.69115], [2.05161, 2.12263, -0.22600], [1.48674, 1.30044, 0.51206], [2.08004, 0.42215, 1.26407], [1.34188, -0.64802, 1.87886], [0.06288, -0.57032, 1.90206], [-0.74094, 0.67307, 1.10891], [0.10477, 1.53377, 0.40833], [-0.28068, 2.31690, -0.00106], [-1.82505, 0.63639, 0.96485], [-1.03645, -1.53780, 2.35174], [-2.17168, -1.05600, 3.30126], [-3.43282, -0.86250, 2.42013], [-3.76241, 0.77135, 2.89755], [-3.65962, 1.27186, 2.07738], [-4.57305, 0.68794, 3.57365], [-2.49512, 0.97990, 3.91003], [-3.10115, 1.60607, 4.72714], [-1.74850, 1.43959, 3.35018], [-2.09191, -0.26852, 4.28978], [-2.63101, -0.90072, 5.02653], [-1.09176, -0.43108, 4.63248], [-4.13113, -1.61356, 2.64291], [-3.43782, -0.71875, 1.22122], [-1.33885, -2.72815, 1.49907], [-1.00237, -2.14956, 0.21910], [-0.03464, -2.38051, -0.57692], [1.06131, -3.20887, -0.17310], [0.45135, -1.37774, -1.51339], [1.62849, -1.33327, -2.04977], [2.22579, -0.23498, -2.89563], [3.57228, -0.38636, -3.24808], [4.16095, 0.71988, -4.02429], [3.27860, 1.66949, -4.54046], [1.76020, 1.50099, -4.28661], [1.27544, 0.78256, -3.36544], [0.14026, 0.37654, -2.92394], [-0.47378, -0.37090, -2.14174], [-1.74355, -0.51102, -1.87309], [-2.59362, 0.48192, -2.06348], [-2.21059, 1.38143, -1.99098], [-2.65139, 0.57615, -3.33667], [-3.50497, 0.40828, -1.71049], [-0.62627, 1.43296, -3.49307], [1.16774, 2.42304, -4.41339], [3.64262, 2.40533, -5.07011], [5.14565, 0.66434, -4.17728], [4.13793, -1.07952, -2.93488], [2.44127, -2.13236, -1.69992], [-1.79602, -1.49117, -0.22929], [-2.34181, -3.08722, 1.57772], [-0.74750, -3.49599, 1.66348], [-0.31273, -2.10615, 3.41411], [1.69791, -1.57294, 2.54135], [3.13614, -0.19824, 1.19373], [3.97113, 2.87762, -1.06496], [3.92903, 0.98846, -0.89129]]}